[1]
C9H11N2O2 | ωB97M-V/def2-TZVPD

Last column: Löwdin charge in e.
Cartesian coordinates (Å):
N: 0.36 2.01 -1.33  0.28
C: 0.64 0.81 -0.83  -0.12
C: 1.80 0.00 -1.18  -0.10
C: 2.71 -0.33 -0.04  -0.07
C: 2.29 -1.01 1.01  -0.06
C: 1.00 -1.76 0.91  -0.17
C: -0.22 -0.90 0.91  0.09
C: -0.35 0.27 0.16  -0.18
O: -1.33 1.15 0.44  -0.06
C: -2.60 0.81 1.00  -0.17
N: -3.25 -0.09 0.14  0.16
C: -3.56 -0.07 -1.03  -0.30
O: -4.04 -0.31 -2.03  0.22
H: 1.07 2.32 -1.92  0.12
H: -0.45 2.53 -1.07  0.14
H: 2.34 0.62 -1.93  0.14
H: 1.25 -0.90 -1.59  0.17
H: 3.70 0.15 -0.07  0.13
H: 2.90 -1.35 1.84  0.13
H: 0.95 -2.26 0.01  0.10
H: 1.01 -2.54 1.69  0.14
H: -0.75 -1.16 1.79  0.12
H: -3.06 1.72 1.11  0.12
H: -2.42 0.30 2.03  0.16

Computed properties:
**Highest occupied orbital energy**: -13.34 eV
**LUMO energy**: -4.966 eV
**Charge**: +1

---

[2]
C9H11NO | ωB97M-V/def2-TZVPD

Last column: Löwdin charge in e.
Cartesian coordinates (Å):
N: 0.33 -2.62 -0.72  0.03
C: -0.62 -1.52 -0.58  -0.36
C: -1.12 -1.54 0.92  -0.13
C: -0.36 -0.40 1.65  -0.14
C: 0.00 0.50 0.48  -0.16
C: 0.58 1.75 0.70  -0.24
O: 0.79 2.44 1.91  0.04
C: 0.90 2.39 -0.50  -0.02
C: 0.64 1.88 -1.81  -0.07
C: 0.07 0.59 -1.93  -0.01
C: -0.16 -0.13 -0.70  -0.17
H: 0.77 -2.39 -1.64  0.09
H: 1.06 -2.58 -0.03  0.06
H: -1.43 -1.89 -1.31  0.16
H: -2.21 -1.18 1.10  0.14
H: -1.06 -2.53 1.36  0.10
H: 0.61 -0.70 2.14  0.13
H: -1.03 -0.03 2.45  0.12
H: 0.74 1.67 2.56  0.13
H: 1.10 3.42 -0.50  0.09
H: 0.59 2.58 -2.61  0.09
H: -0.18 0.26 -2.97  0.11

Computed properties:
**Highest occupied orbital energy**: -8.70 eV
**LUMO energy**: 0.682 eV

---

[3]
C9H11NO2Pd | ωB97M-V/def2-TZVPD

Last column: Löwdin charge in e.
Cartesian coordinates (Å):
C: 0.18 -1.26 -1.25  -0.25
C: -1.14 -1.34 -0.71  -0.21
C: -1.07 -2.09 0.50  -0.20
C: 0.29 -2.48 0.70  -0.21
C: 1.06 -1.97 -0.39  -0.22
Pd: 0.15 -0.48 0.59  1.09
C: -0.89 1.80 -0.73  0.01
C: 0.44 2.05 -1.15  -0.42
C: 0.89 2.75 -2.26  0.09
N: 1.41 1.33 -0.18  0.10
H: -1.90 -2.29 1.17  0.12
H: -2.02 -0.87 -1.12  0.11
H: 0.67 -3.05 1.54  0.12
H: 2.13 -2.10 -0.53  0.11
H: 0.46 -0.74 -2.16  0.11
H: -1.65 1.60 -1.49  0.07
H: 2.16 1.01 -0.79  0.04
H: -1.19 2.04 0.31  0.08
H: 0.15 3.17 -2.92  0.07
H: 1.95 2.83 -2.43  0.06
O: -0.69 0.61 4.42  0.00
C: -0.53 0.01 3.37  -0.50
O: -0.22 0.58 2.20  -0.28
H: -0.64 -1.10 3.33  0.11

Computed properties:
**2S+1**: 5
**Highest occupied orbital energy (alpha / beta)**: -6.68 / -9.06 eV
**LUMO energy (alpha / beta)**: 0.493 / -2.199 eV

---

[4]
C9H11NO2S | ωB97M-V/def2-TZVPD

Last column: Löwdin charge in e.
Cartesian coordinates (Å):
C: 1.11 0.45 0.12  -0.07
C: -0.25 0.05 0.00  -0.10
C: -1.26 0.99 -0.31  -0.19
C: 2.40 -0.10 -0.11  -0.82
C: -2.52 0.40 -0.45  -0.29
C: -0.94 -1.24 0.30  -0.18
C: -0.92 2.38 -0.75  -0.06
C: 3.49 0.64 0.56  -0.18
C: -0.36 -2.48 0.72  -0.01
N: -2.17 -1.02 0.04  0.02
O: -3.66 0.56 -0.92  0.06
O: -3.28 -1.90 0.04  0.07
S: 2.84 -1.36 -1.16  0.64
H: 1.00 1.56 0.38  0.12
H: -0.09 2.51 -1.52  0.11
H: -0.47 3.07 -0.06  0.05
H: -1.86 3.01 -0.97  0.11
H: 3.13 1.66 0.88  0.08
H: 4.38 0.78 -0.08  0.07
H: 3.86 0.15 1.61  0.14
H: -0.61 -3.27 -0.04  0.11
H: -0.64 -2.85 1.73  0.11
H: 0.78 -2.63 0.44  0.10
H: -3.96 -1.37 -0.45  0.12

Computed properties:
**Highest occupied orbital energy (alpha / beta)**: -7.91 / -7.79 eV
**LUMO energy (alpha / beta)**: -1.668 / -1.875 eV

---

[5]
C9H11NO2S | ωB97M-V/def2-TZVPD

Last column: Löwdin charge in e.
Cartesian coordinates (Å):
C: 2.13 -1.69 -0.41  -0.29
C: -0.81 1.54 -0.31  -0.04
C: 0.50 -0.18 -1.70  -0.14
C: -0.70 0.16 -0.89  -0.26
C: -0.70 1.60 1.03  -0.04
C: -0.61 -0.64 0.42  -0.24
C: -0.08 0.36 1.52  -0.30
C: 1.88 -0.47 -1.05  -0.34
C: -2.05 -1.10 0.95  -0.05
N: 2.49 -2.52 0.28  0.19
O: 1.87 2.03 -0.41  -0.43
O: 1.36 0.37 1.55  -0.32
S: 2.31 0.86 0.28  1.03
H: 2.56 -0.12 -1.82  0.12
H: -1.06 2.44 -0.91  0.14
H: 0.33 -0.90 -2.45  0.12
H: 0.68 0.61 -2.30  0.08
H: -1.52 0.05 -1.50  0.12
H: -0.70 2.50 1.58  0.11
H: -0.10 -1.61 0.34  0.12
H: -0.36 0.05 2.56  0.16
H: -2.22 -0.92 2.05  0.08
H: -2.46 -2.15 0.73  0.09
H: -2.74 -0.30 0.46  0.10

Computed properties:
**Highest occupied orbital energy**: -9.27 eV
**LUMO energy**: 0.615 eV

---

[6]
C9H11NO3 | ωB97M-V/def2-TZVPD

Last column: Löwdin charge in e.
Cartesian coordinates (Å):
N: 2.12 -1.55 0.23  0.02
C: 1.92 -0.17 -0.12  -0.32
C: 0.99 0.75 0.71  -0.10
C: -0.44 0.55 0.35  -0.23
C: -0.87 -0.75 0.04  -0.01
C: -2.23 -0.95 -0.41  0.00
C: -3.13 0.10 -0.40  -0.34
O: -4.45 -0.20 -0.71  0.02
C: -2.70 1.33 -0.03  -0.05
C: -1.40 1.60 0.30  -0.03
C: 3.26 0.53 -0.50  -0.50
O: 3.30 1.64 -0.97  0.09
O: 4.35 -0.22 -0.36  0.08
H: 1.56 -2.15 -0.35  0.08
H: 1.84 -1.67 1.24  0.12
H: 1.37 -0.23 -1.08  0.16
H: 1.25 1.87 0.56  0.16
H: 1.24 0.46 1.74  0.12
H: -0.06 -1.49 0.07  0.08
H: -2.50 -1.98 -0.60  0.11
H: -4.74 -1.05 -0.33  0.11
H: -3.54 2.13 0.10  0.16
H: -1.17 2.62 0.62  0.12
H: 4.02 -1.16 -0.08  0.14

Computed properties:
**Highest occupied orbital energy**: -8.96 eV
**LUMO energy**: 0.504 eV

---

[7]
C9H11NO5 | ωB97M-V/def2-TZVPD

Last column: Löwdin charge in e.
Cartesian coordinates (Å):
O: -0.54 -0.16 -2.27  -0.07
N: -1.36 0.33 -1.46  -0.23
O: -2.74 0.14 -1.80  0.06
C: -1.17 0.90 -0.30  -0.26
O: -2.24 1.28 0.41  0.12
C: 0.15 1.19 0.25  -0.14
C: 1.33 1.00 -0.47  -0.02
C: 2.55 1.28 0.13  -0.07
C: 2.61 1.73 1.44  -0.08
C: 1.43 1.93 2.15  -0.07
C: 0.21 1.66 1.57  -0.01
H: -2.73 -0.49 -2.53  0.12
H: -3.05 1.01 -0.06  0.12
H: 1.30 0.65 -1.48  0.10
H: 3.46 1.12 -0.43  0.11
H: 3.56 1.93 1.90  0.10
H: 1.47 2.28 3.17  0.11
H: -0.70 1.80 2.12  0.12
O: -1.51 -2.71 -1.88  -0.03
C: -1.51 -2.61 -0.52  -0.20
C: -0.61 -1.94 0.19  -0.21
O: -0.64 -1.79 1.55  0.00
H: -0.84 -2.10 -2.24  0.07
H: -2.35 -3.12 -0.08  0.12
H: 0.25 -1.47 -0.25  0.12
H: -1.39 -2.28 1.91  0.10

Computed properties:
**Highest occupied orbital energy**: -7.90 eV
**LUMO energy**: 0.376 eV

---

[8]
C9H11O3 | ωB97M-V/def2-TZVPD

Last column: Löwdin charge in e.
Cartesian coordinates (Å):
C: -0.96 -2.22 1.40  -0.02
C: -2.16 -1.30 1.66  -0.68
O: -2.70 -0.81 0.59  -0.02
O: -2.55 -1.06 2.79  0.01
H: -0.91 -2.40 0.33  0.07
H: -1.02 -3.19 1.89  0.07
H: -0.04 -1.70 1.67  0.07
C: 3.78 1.61 -0.39  -0.09
C: -0.34 0.35 -1.12  -0.40
C: 0.10 0.79 0.14  -0.03
C: 0.66 0.32 -2.12  -0.04
C: 1.44 1.12 0.36  -0.08
C: 1.99 0.60 -1.88  -0.08
C: 2.42 1.03 -0.62  -0.32
O: -1.57 -0.01 -1.38  -0.06
H: -0.57 0.93 0.99  0.11
H: -2.08 -0.46 -0.36  0.02
H: 0.32 0.12 -3.13  0.10
H: 1.71 1.46 1.35  0.10
H: 2.67 0.43 -2.71  0.10
H: 4.63 1.01 -0.72  0.06
H: 3.97 1.82 0.66  0.06
H: 3.91 2.56 -0.93  0.07

Computed properties:
**Highest occupied orbital energy**: -4.12 eV
**LUMO energy**: 3.395 eV
**Charge**: -1

---

[9]
C9H11P | ωB97M-V/def2-TZVPD

Last column: Löwdin charge in e.
Cartesian coordinates (Å):
C: 3.00 0.77 0.07  -0.12
C: 2.79 -0.28 0.90  -0.13
C: 2.23 0.88 -1.07  -0.07
C: 1.75 -1.16 0.71  -0.10
C: 1.11 0.06 -1.22  -0.19
C: 0.79 -0.92 -0.34  -0.54
C: -1.81 -1.07 0.65  -0.48
C: -1.87 0.39 0.30  -0.24
C: -3.10 0.93 -0.28  -0.17
P: -0.73 -1.90 -0.74  0.98
H: 3.87 1.32 0.27  0.09
H: 3.55 -0.29 1.81  0.14
H: 2.24 1.77 -1.65  0.10
H: 1.44 -2.06 1.42  0.13
H: 0.51 0.17 -2.09  0.08
H: -1.60 -1.40 1.69  0.07
H: -2.84 -1.41 0.44  0.05
H: -0.91 1.08 0.48  0.14
H: -3.59 0.17 -0.87  0.05
H: -2.92 1.78 -1.02  0.09
H: -3.91 1.17 0.56  0.12

Computed properties:
**Highest occupied orbital energy (alpha / beta)**: -8.02 / -7.40 eV
**LUMO energy (alpha / beta)**: 0.298 / -0.746 eV

---

[10]
C9H11PS | ωB97M-V/def2-TZVPD

Last column: Löwdin charge in e.
Cartesian coordinates (Å):
S: -1.72 -3.36 -0.06  0.12
P: -0.82 -1.61 -0.10  0.33
C: -1.85 -0.21 0.37  -0.28
C: -1.61 0.66 1.34  -0.18
C: -0.48 0.64 2.33  -0.20
C: 0.53 1.59 1.75  -0.10
C: 1.38 1.08 0.85  0.01
C: 1.62 0.33 -0.24  -0.15
C: 1.35 0.64 -1.66  -0.18
C: 0.69 -0.51 -2.38  -0.14
C: -0.18 -1.33 -1.82  -0.26
H: 0.37 -1.48 0.66  0.00
H: -2.61 -0.14 -0.49  0.11
H: -2.19 1.64 1.42  0.14
H: -0.78 1.06 3.26  0.11
H: -0.14 -0.37 2.30  0.08
H: 0.87 2.44 2.32  0.09
H: 2.28 -0.49 -0.01  0.12
H: 2.30 0.70 -2.05  0.09
H: 0.82 1.48 -1.88  0.10
H: 0.87 -0.64 -3.47  0.12
H: -0.69 -2.11 -2.46  0.07

Computed properties:
**Highest occupied orbital energy**: -8.38 eV
**LUMO energy**: 0.642 eV

---

[11]
C9H12B3Br2ClF3NO5S2Sn | ωB97M-V/def2-TZVPD

Last column: Löwdin charge in e.
Cartesian coordinates (Å):
O: -4.57 -3.13 -1.86  -0.44
S: -4.35 -2.97 -3.41  0.50
O: -3.14 -3.81 -3.89  -0.41
Cl: -6.09 -3.80 -4.31  0.33
C: -4.28 -1.17 -3.92  -0.28
C: -2.81 -0.46 -3.80  -0.21
C: -2.09 -0.61 -2.32  -0.20
C: -0.50 -0.85 -2.60  -0.08
B: 0.51 -0.18 -1.47  -0.33
O: 0.15 0.88 -0.51  0.19
B: 1.04 0.89 0.67  -0.33
C: 0.87 2.13 1.80  -0.02
C: 1.86 1.80 3.07  -0.22
C: 1.81 2.91 4.28  -0.63
F: 1.95 4.29 3.72  -0.03
Br: 0.07 2.67 5.30  0.82
C: 3.08 2.53 5.29  -0.66
F: 3.61 1.14 5.02  -0.25
F: 4.23 3.45 4.99  -0.10
Br: 2.59 2.56 7.24  0.88
O: 2.06 -0.13 1.01  0.13
B: 1.99 -1.23 0.00  -0.47
N: 1.95 -2.71 0.37  0.19
C: 3.20 -3.22 0.12  -0.53
S: 4.70 -4.05 0.18  0.69
O: 1.90 -0.75 -1.42  0.16
H: -4.59 -1.14 -5.08  0.13
H: -5.11 -0.53 -3.36  0.14
H: -2.08 -0.86 -4.65  0.13
H: -2.94 0.71 -3.99  0.14
H: -2.31 0.31 -1.64  0.12
H: -2.47 -1.57 -1.72  0.12
H: -0.14 -0.55 -3.69  0.14
H: -0.32 -2.03 -2.53  0.15
H: -0.24 2.22 2.17  0.15
H: 1.14 3.15 1.28  0.15
H: 2.97 1.80 2.64  -0.03
H: 1.56 0.75 3.52  0.17
Sn: 4.80 1.54 3.49  1.81

Computed properties:
**Highest occupied orbital energy**: -13.65 eV
**LUMO energy**: -10.512 eV
**Charge**: +2

---

[12]
C9H12B3F8IN5O5Ru | ωB97M-V/def2-TZVPD

Last column: Löwdin charge in e.
Cartesian coordinates (Å):
Ru: 0.15 1.21 -0.57  1.35
C: 2.70 -2.22 1.08  0.03
C: 1.61 -1.22 0.93  -0.24
N: 0.75 -1.20 -0.01  0.06
O: 0.88 -2.20 -0.91  0.07
B: -0.28 -2.42 -1.79  -1.06
F: -1.44 -2.65 -1.06  0.16
F: 0.04 -3.39 -2.69  0.20
O: -0.54 -1.12 -2.64  0.05
N: -1.08 -0.21 -1.87  -0.10
C: -2.35 -0.11 -1.75  -0.25
C: -3.34 -0.91 -2.52  0.02
C: -2.76 0.78 -0.65  -0.21
N: -1.80 1.33 0.01  -0.11
O: -2.14 2.02 1.12  0.09
B: -0.99 2.65 1.81  -1.07
F: -0.17 3.26 0.85  0.08
F: -1.44 3.42 2.81  0.24
O: -0.12 1.52 2.41  0.11
N: 0.43 0.79 1.49  -0.05
C: 1.48 -0.13 1.99  -0.46
C: 1.07 -0.71 3.33  0.02
C: -4.17 0.96 -0.22  0.03
H: 2.64 -2.96 0.29  0.09
H: 2.65 -2.71 2.05  0.09
H: 3.66 -1.70 1.03  0.10
H: -2.81 -1.53 -3.24  0.10
H: -4.03 -0.25 -3.05  0.10
H: -3.91 -1.56 -1.86  0.11
H: 0.86 0.09 4.03  0.09
H: 1.90 -1.30 3.72  0.09
H: 0.19 -1.35 3.22  0.11
H: -4.85 0.62 -1.00  0.08
H: -4.35 2.01 0.02  0.10
H: -4.35 0.39 0.69  0.12
I: -0.10 2.86 -2.55  0.43
F: 2.93 0.96 -3.29  0.22
B: 3.55 0.51 -2.21  -0.97
F: 3.46 -0.77 -1.90  0.26
F: 4.49 1.25 -1.64  0.25
F: 2.03 1.15 -0.83  -0.42
O: 3.67 2.64 1.47  0.21
C: 3.16 1.64 1.76  -0.29
N: 2.73 0.57 2.13  0.21

Computed properties:
**2S+1**: 6
**Highest occupied orbital energy (alpha / beta)**: -9.62 / -9.97 eV
**LUMO energy (alpha / beta)**: -1.899 / -3.913 eV

---

Results for ΔE to the lowest compared entry with this formula, charge and spin: 196.7, 109.3, 72.9, 515.6, 383.2, 127.0, 444.8, 19.6, 202.9, 359.3, 849.3, 47.7 (in kJ/mol, following the order of the records).